[1]
DFT (ωB97M-V with the def2-TZVPD basis set) results for a single C4H5ClN2S molecule.

Structure (ORCA input):
```
! RIJCOSX wB97M-V def2-TZVPD def2/J DEFGRID3
* xyz 0 1
C 0.188 -1.867 -0.021
C 1.504 -1.617 -0.025
C 0.317 0.249 -0.019
C -1.739 1.782 0.014
N -0.512 -0.761 -0.004
N 1.601 -0.258 -0.003
S 0.041 1.966 -0.064
Cl 3.174 0.456 0.121
H -0.211 -2.801 -0.050
H 2.280 -2.337 -0.086
H -2.295 2.562 0.684
H -2.073 0.783 0.409
H -2.275 1.843 -0.957
*
```

Values from the calculation:
Energy above the lowest of the compared OMol25 structures with the same formula, charge and spin, kJ/mol: 182.0
SMILES string: CSc1nccn1Cl
LUMO energy, eV: 0.289
Kohn-Sham gap, eV: 8.473
E_tot, hartree: -1123.2434
Highest occupied orbital energy, eV: -8.18

These are the Löwdin partial charges, in e, on atoms 1 to 5: atom 1 (C): -0.1828, atom 2 (C): -0.1595, atom 3 (C): -0.6939, atom 4 (C): -0.4472, atom 5 (N): 0.0553


[2]
DFT (ωB97M-V with the def2-TZVPD basis set) results for a molecular structure, C4H5ClN2S.

Structure (ORCA input):
```
! RIJCOSX wB97M-V def2-TZVPD def2/J DEFGRID3
* xyz 0 1
C 0.464 -0.719 -0.225
C 0.005 -1.472 0.810
C -0.646 1.259 0.550
C 0.312 1.558 -1.480
N -1.175 -1.494 1.371
N -0.037 0.627 -0.399
S -1.394 0.668 1.851
Cl 1.048 -2.809 1.351
H 1.496 -0.848 -0.654
H 0.551 2.546 -1.069
H 1.137 1.153 -2.046
H -0.591 1.704 -2.255
H -1.170 -2.172 2.194
*
```

Values from the calculation:
Energy above the lowest of the compared OMol25 structures with the same formula, charge and spin, kJ/mol: 357.6
LUMO energy (spin up / spin down), eV: -0.590 / -0.590
Kohn-Sham gap (spin up / spin down), eV: 7.412 / 7.413
E_tot, hartree: -1123.1766
Highest occupied orbital energy (spin up / spin down), eV: -8.00 / -8.00

These are the Löwdin partial charges, in e, on atoms 1 to 5: atom 1 (C): -0.1259, atom 2 (C): -0.8836, atom 3 (C): -0.5541, atom 4 (C): -0.0603, atom 5 (N): -0.1404


[3]
DFT (ωB97M-V with the def2-TZVPD basis set) results for a single C4H5ClO molecule.

Structure (ORCA input):
```
! RIJCOSX wB97M-V def2-TZVPD def2/J DEFGRID3
* xyz 0 1
C 1.735 -0.070 0.590
C -0.648 -0.216 -0.264
C 0.790 0.228 -0.650
C -1.870 0.241 0.034
O 2.841 -0.530 0.539
Cl -3.137 -0.890 0.438
H 1.273 0.073 1.643
H -0.681 -1.286 -0.106
H 1.167 1.160 -0.486
H 0.816 0.050 -1.757
H -2.288 1.240 0.020
*
```

Values from the calculation:
Energy above the lowest of the compared OMol25 structures with the same formula, charge and spin, kJ/mol: 192.0
SMILES string: O=CC/C=C/Cl
LUMO energy, eV: 0.810
Kohn-Sham gap, eV: 10.605
E_tot, hartree: -690.7479
Highest occupied orbital energy, eV: -9.79

These are the Löwdin partial charges, in e, on atoms 1 to 5: atom 1 (C): -0.2587, atom 2 (C): -0.1985, atom 3 (C): -0.1096, atom 4 (C): -0.5504, atom 5 (O): 0.0488


[4]
DFT (ωB97M-V with the def2-TZVPD basis set) results for a single C4H5ClO molecule.

Structure (ORCA input):
```
! RIJCOSX wB97M-V def2-TZVPD def2/J DEFGRID3
* xyz 0 1
C -0.712 -0.838 1.534
C -0.592 0.110 0.652
C 0.605 0.255 -0.281
C 0.387 0.707 -1.706
H -1.553 -0.888 2.280
H -1.356 0.928 0.710
H 1.044 -0.736 -0.437
H 1.263 0.984 0.085
H 1.248 0.757 -2.337
O -0.725 1.000 -2.139
Cl 0.390 -2.279 1.640
*
```

Values from the calculation:
Energy above the lowest of the compared OMol25 structures with the same formula, charge and spin, kJ/mol: 54.7
SMILES string: O=CC/C=C\Cl
LUMO energy, eV: 0.844
Kohn-Sham gap, eV: 10.758
E_tot, hartree: -690.8002
Highest occupied orbital energy, eV: -9.91

These are the Löwdin partial charges, in e, on atoms 1 to 5: atom 1 (C): -0.4994, atom 2 (C): -0.1869, atom 3 (C): -0.1650, atom 4 (C): -0.2302, atom 5 (H): 0.0840


[5]
DFT (ωB97M-V with the def2-TZVPD basis set) results for a single C4H5ClO molecule.

Structure (ORCA input):
```
! RIJCOSX wB97M-V def2-TZVPD def2/J DEFGRID3
* xyz 0 1
C 1.328 -0.635 0.204
C 2.466 -1.233 -0.123
C -0.978 0.025 -0.182
C -1.701 1.299 0.107
O 0.334 0.151 -0.048
Cl -1.712 -1.490 -0.054
H 2.837 -1.821 -1.058
H 3.128 -1.388 0.673
H -2.022 1.882 -0.820
H -1.006 2.028 0.667
H -2.674 1.182 0.635
*
```

Values from the calculation:
Energy above the lowest of the compared OMol25 structures with the same formula, charge and spin, kJ/mol: 449.9
LUMO energy (spin up / spin down), eV: 0.606 / 0.635
Kohn-Sham gap (spin up / spin down), eV: 8.076 / 8.228
E_tot, hartree: -690.6497
Highest occupied orbital energy (spin up / spin down), eV: -7.47 / -7.59

These are the Löwdin partial charges, in e, on atoms 1 to 5: atom 1 (C): -0.1384, atom 2 (C): -0.0131, atom 3 (C): -0.8014, atom 4 (C): -0.1073, atom 5 (O): -0.0426


[6]
DFT (ωB97M-V with the def2-TZVPD basis set) results for a single C4H5ClO2 molecule.

Structure (ORCA input):
```
! RIJCOSX wB97M-V def2-TZVPD def2/J DEFGRID3
* xyz 0 1
C -1.688 0.214 0.465
C -0.195 0.561 0.362
C 1.738 -0.260 -0.388
C -0.566 -0.602 -0.414
H -1.919 -0.476 1.369
H -0.321 1.381 -0.200
H 2.278 -1.210 0.170
H 2.211 0.577 -0.932
H -0.680 -1.625 -0.022
O 1.175 0.487 0.770
O 0.521 -0.698 -1.277
Cl -2.553 1.652 0.098
*
```

Values from the calculation:
Energy above the lowest of the compared OMol25 structures with the same formula, charge and spin, kJ/mol: 566.5
SMILES string: ClC1[C@H]2OCO[C@H]12
LUMO energy, eV: 0.633
Kohn-Sham gap, eV: 10.030
E_tot, hartree: -765.8377
Highest occupied orbital energy, eV: -9.40

These are the Löwdin partial charges, in e, on atoms 1 to 5: atom 1 (C): -0.5101, atom 2 (C): -0.3794, atom 3 (C): -0.0342, atom 4 (C): -0.2571, atom 5 (H): 0.1481


[7]
DFT (ωB97M-V with the def2-TZVPD basis set) results for a molecular structure, C4H5CoLiO2.

Structure (ORCA input):
```
! RIJCOSX wB97M-V def2-TZVPD def2/J DEFGRID3
* xyz 1 5
H -0.340 -0.366 -1.819
C -1.665 0.120 0.004
C -0.659 -0.753 -0.608
C 0.490 -0.895 0.317
C 1.394 0.110 0.510
O 2.401 0.058 1.325
Co 3.703 1.007 1.878
H -1.971 -0.091 1.046
H -1.117 -1.698 -0.924
H 0.547 -1.783 0.951
H 1.272 1.038 -0.077
O -2.110 1.138 -0.537
Li -1.945 2.116 -2.068
*
```

Values from the calculation:
Energy above the lowest of the compared OMol25 structures with the same formula, charge and spin, kJ/mol: 13.2
LUMO energy (spin up / spin down), eV: -4.407 / -4.412
Kohn-Sham gap (spin up / spin down), eV: 5.635 / 7.910
⟨S²⟩: 6.008
E_tot, hartree: -1695.8086
Highest occupied orbital energy (spin up / spin down), eV: -10.04 / -12.32

These are the Löwdin partial charges, in e, on atoms 1 to 5: atom 1 (H): 0.1991, atom 2 (C): -0.2165, atom 3 (C): -0.2011, atom 4 (C): -0.0986, atom 5 (C): -0.2856


[8]
DFT (ωB97M-V with the def2-TZVPD basis set) results for a molecular structure, C4H5CoO5.

Structure (ORCA input):
```
! RIJCOSX wB97M-V def2-TZVPD def2/J DEFGRID3
* xyz 0 5
O 0.851 -0.460 -1.179
O -0.232 2.003 -0.026
C -0.820 1.421 0.864
C -1.361 0.024 0.791
O -1.335 -0.570 -0.470
C -0.201 -1.312 -0.814
Co 0.762 1.508 -1.738
H -0.981 1.924 1.837
H -2.405 0.072 1.140
H -0.813 -0.565 1.553
H -0.486 -1.909 -1.689
H 0.134 -1.951 0.019
O 2.462 0.954 -0.617
C 2.071 -0.174 -0.268
O 2.352 -0.963 0.595
*
```

Values from the calculation:
Energy above the lowest of the compared OMol25 structures with the same formula, charge and spin, kJ/mol: 0.0
LUMO energy (spin up / spin down), eV: -0.363 / -0.524
Kohn-Sham gap (spin up / spin down), eV: 6.008 / 10.280
⟨S²⟩: 6.004
E_tot, hartree: -1914.3064
Highest occupied orbital energy (spin up / spin down), eV: -6.37 / -10.80

These are the Löwdin partial charges, in e, on atoms 1 to 5: atom 1 (O): -0.2074, atom 2 (O): -0.0757, atom 3 (C): -0.1343, atom 4 (C): -0.1602, atom 5 (O): -0.0896


[9]
DFT (ωB97M-V with the def2-TZVPD basis set) results for a molecular structure, C4H5CrLiO6.

Structure (ORCA input):
```
! RIJCOSX wB97M-V def2-TZVPD def2/J DEFGRID3
* xyz 0 5
O -2.181 -2.069 0.506
C -2.827 -0.920 -0.045
C -2.201 0.332 0.566
O -0.811 0.232 0.741
C 0.059 0.428 -0.472
O -0.283 -0.418 -1.412
O 0.184 1.723 -0.736
H -2.668 -2.861 0.270
H -3.901 -0.936 0.197
H -2.700 -0.925 -1.134
H -2.620 0.495 1.570
H -2.461 1.201 -0.063
O 2.628 0.522 -0.141
C 1.581 -0.164 0.123
O 1.657 -1.327 0.579
Li -0.248 -1.798 0.027
Cr 1.864 2.367 -0.209
*
```

Values from the calculation:
LUMO energy (spin up / spin down), eV: -1.561 / -1.639
Kohn-Sham gap (spin up / spin down), eV: 6.040 / 6.011
⟨S²⟩: 6.031
E_tot, hartree: -1658.8795
Highest occupied orbital energy (spin up / spin down), eV: -7.60 / -7.65

These are the Löwdin partial charges, in e, on atoms 1 to 5: atom 1 (O): -0.1140, atom 2 (C): -0.2273, atom 3 (C): -0.2021, atom 4 (O): -0.1322, atom 5 (C): -0.7916


[10]
DFT (ωB97M-V with the def2-TZVPD basis set) results for a molecular structure, C4H5CrO6.

Structure (ORCA input):
```
! RIJCOSX wB97M-V def2-TZVPD def2/J DEFGRID3
* xyz 1 5
O -2.028 0.915 1.794
C -1.623 1.339 0.673
O -2.457 1.565 -0.251
O -0.332 1.558 0.541
Cr -3.802 1.030 1.041
C 0.630 0.556 0.230
C 1.046 -0.538 1.165
H 1.511 1.174 0.013
H -0.021 -0.978 1.196
H 2.114 -0.745 1.026
O 2.084 -1.265 -1.256
C 0.962 -0.978 -1.625
O 0.207 -0.033 -1.100
O 0.208 -1.786 -2.352
H 0.412 -1.659 -3.288
H 1.088 -0.155 2.193
*
```

Values from the calculation:
Energy above the lowest of the compared OMol25 structures with the same formula, charge and spin, kJ/mol: 228.0
LUMO energy (spin up / spin down), eV: -6.248 / -6.259
Kohn-Sham gap (spin up / spin down), eV: 7.277 / 7.266
⟨S²⟩: 6.028
E_tot, hartree: -1651.0052
Highest occupied orbital energy (spin up / spin down), eV: -13.52 / -13.52

These are the Löwdin partial charges, in e, on atoms 1 to 5: atom 1 (O): 0.0020, atom 2 (C): -0.6789, atom 3 (O): 0.0218, atom 4 (O): 0.1389, atom 5 (Cr): 1.3427


Question: Look up the E_tot of the second one.
Answer: -1123.1766 hartree